# C4H7NS

The molecule C4H7NS in a non-equilibrium geometry (the ωB97M-V functional and the def2-TZVPD basis, the Open Molecules 2025 dataset).

## Properties
- DFT total energy: -609.3632 hartree
- Total charge: 0
- HOMO-LUMO gap: 9.52 eV
- SMILES string: C1SC[C@H]2N[C@H]12
- Molar mass: 101.174 Da
- Highest occupied orbital energy: -8.69 eV
- Energy above the lowest of the compared OMol25 structures with the same formula, charge and spin: 5.315 eV

Positions of all 13 atoms, in Å:
C  -0.53  -1.41  0.21
S  -1.21  -0.63  -1.35
C  -0.34  0.91  -1.03
C  0.97  0.52  -0.23
N  1.39  0.30  1.37
C  0.12  -0.16  0.85
H  -1.42  -1.88  0.76
H  0.15  -2.15  -0.03
H  -0.18  1.20  -2.19
H  -1.03  1.66  -0.68
H  1.43  -0.13  -0.83
H  1.43  1.24  2.07
H  -0.77  0.54  1.08

Atomic partial charges in e from the natural (NBO) method, atoms 1 to 6:
1. C -0.507
2. S 0.176
3. C -0.555
4. C -0.148
5. N -0.537
6. C -0.055

=====

# C4H7NS

The molecule C4H7NS in a non-equilibrium geometry (the ωB97M-V functional and the def2-TZVPD basis, the Open Molecules 2025 dataset).

## Properties
- DFT total energy: -609.4176 hartree
- Total charge: 0
- HOMO-LUMO gap: 8.58 eV
- SMILES string: C[C@@H]1CN1C=S
- Molar mass: 101.174 Da
- Highest occupied orbital energy: -8.28 eV
- Energy above the lowest of the compared OMol25 structures with the same formula, charge and spin: 3.834 eV

Positions of all 13 atoms, in Å:
C  1.03  -0.15  1.16
C  0.50  0.49  -0.08
C  -0.83  1.19  -0.25
N  -0.56  0.08  -0.93
C  -0.98  -1.21  -1.05
S  0.11  -2.52  -0.71
H  0.39  -0.73  1.96
H  1.95  -0.65  0.69
H  1.65  0.68  1.83
H  1.20  0.86  -0.83
H  -0.65  2.08  -1.01
H  -1.77  1.15  0.29
H  -2.05  -1.28  -1.07

Atomic partial charges in e from the natural (NBO) method, atoms 1 to 6:
1. C -0.667
2. C -0.049
3. C -0.222
4. N -0.397
5. C -0.014
6. S -0.202

=====

# C4H7NS2

The molecule C4H7NS2 in a non-equilibrium geometry (the ωB97M-V functional and the def2-TZVPD basis, the Open Molecules 2025 dataset).

## Properties
- DFT total energy: -1007.7070 hartree
- Total charge: 0
- HOMO-LUMO gap: 9.04 eV
- SMILES string: S=C1C[C@H](CS)N1
- Molar mass: 133.241 Da
- Highest occupied orbital energy: -8.43 eV
- Energy above the lowest of the compared OMol25 structures with the same formula, charge and spin: 0.741 eV

Positions of all 14 atoms, in Å:
S  -3.21  0.84  0.03
C  -1.71  0.21  0.07
C  -0.64  -0.05  1.07
C  0.17  -0.72  -0.05
C  1.50  -0.14  -0.47
S  1.59  1.61  -0.73
N  -0.97  -0.33  -0.95
H  -0.18  0.88  1.43
H  -0.73  -0.64  1.98
H  0.24  -1.79  0.06
H  2.27  -0.50  0.27
H  1.80  -0.57  -1.48
H  1.27  1.99  0.51
H  -1.41  -0.79  -1.75

Atomic partial charges in e from the natural (NBO) method, atoms 1 to 6:
1. S -0.109
2. C 0.117
3. C -0.495
4. C -0.043
5. C -0.559
6. S 0.013

=====

# C4H7NS2

A structure of composition C4H7NS2 in a non-equilibrium geometry (the ωB97M-V functional and the def2-TZVPD basis, the Open Molecules 2025 dataset).

## Properties
- DFT total energy: -1007.6244 hartree
- Total charge: 0
- HOMO-LUMO gap: 7.85 eV
- Molar mass: 133.241 Da
- Highest occupied orbital energy: -8.33 eV
- Energy above the lowest of the compared OMol25 structures with the same formula, charge and spin: 2.988 eV

Positions of all 14 atoms, in Å:
C  1.43  1.95  1.24
C  -0.86  0.51  0.20
C  -1.44  -0.64  -0.51
C  -0.96  -1.72  -1.00
H  0.80  2.00  2.14
H  1.25  2.85  0.74
H  2.47  1.57  1.47
H  -2.61  -0.45  -0.57
H  -1.50  -2.68  -1.22
H  1.14  -1.00  -1.01
H  0.80  -2.97  -1.20
N  0.42  -1.73  -1.31
S  0.95  0.48  0.36
S  -1.89  1.83  0.66

Atomic partial charges in e from the natural (NBO) method, atoms 1 to 6:
1. C -0.749
2. C -0.221
3. C -0.410
4. C 0.076
5. H 0.245
6. H 0.239

=====

# C4H7NS3

The molecule C4H7NS3 in a non-equilibrium geometry (the ωB97M-V functional and the def2-TZVPD basis, the Open Molecules 2025 dataset).

## Properties
- DFT total energy: -1405.8725 hartree
- Total charge: 0
- HOMO-LUMO gap: 8.19 eV
- Molar mass: 165.308 Da
- Highest occupied orbital energy: -8.81 eV
- Energy above the lowest of the compared OMol25 structures with the same formula, charge and spin: 1.388 eV

Positions of all 15 atoms, in Å:
C  2.05  -1.74  -0.54
C  2.42  -0.52  0.33
C  -0.05  0.92  0.29
C  -0.34  -0.19  1.17
H  2.35  -1.62  -1.60
H  0.97  -2.03  -0.47
H  2.60  -2.60  -0.18
H  2.26  -0.76  1.37
H  3.43  -0.20  0.16
H  0.07  -0.13  2.16
H  -2.60  -2.43  -0.16
N  -1.05  -1.23  0.94
S  1.58  1.01  -0.29
S  -1.21  2.00  -0.17
S  -2.01  -1.29  -0.50

Atomic partial charges in e from the natural (NBO) method, atoms 1 to 6:
1. C -0.630
2. C -0.522
3. C -0.371
4. C -0.013
5. H 0.218
6. H 0.229

=====

# C4H7NaO

A structure of composition C4H7NaO in a non-equilibrium geometry (the ωB97M-V functional and the def2-TZVPD basis, the Open Molecules 2025 dataset).

## Properties
- Multiplicity: 2
- Expectation value of S²: 0.756
- DFT total energy: -393.7590 hartree
- Total charge: +1
- HOMO-LUMO gap (alpha / beta): 8.45 / 7.40 eV
- Molar mass: 94.089 Da
- Highest occupied orbital energy (alpha / beta): -13.32 / -13.33 eV
- Energy above the lowest of the compared OMol25 structures with the same formula, charge and spin: 2.221 eV

Positions of all 13 atoms, in Å:
O  2.94  0.16  0.91
C  1.78  -0.61  0.74
C  0.58  0.31  0.76
H  3.72  -0.40  0.83
H  1.68  -1.37  1.54
H  1.81  -1.16  -0.23
H  0.65  1.10  0.01
H  0.47  0.77  1.76
C  -0.90  -0.55  0.49
C  -1.78  -0.28  -0.45
H  -1.13  -1.20  1.34
H  -2.34  -1.32  -0.19
Na  -3.18  1.91  0.59

Atomic partial charges in e from the natural (NBO) method, atoms 1 to 6:
1. O -0.712
2. C -0.074
3. C -0.413
4. H 0.485
5. H 0.167
6. H 0.173

=====

# C4H7O2

The ion C4H7O2 with charge -1 in a non-equilibrium geometry (the ωB97M-V functional and the def2-TZVPD basis, the Open Molecules 2025 dataset).

## Properties
- DFT total energy: -307.0413 hartree
- Total charge: -1
- HOMO-LUMO gap: 6.81 eV
- SMILES string: O=CCCC[O-]
- Molar mass: 87.098 Da
- Highest occupied orbital energy: -2.61 eV
- Energy above the lowest of the compared OMol25 structures with the same formula, charge and spin: 3.057 eV

Positions of all 13 atoms, in Å:
O  0.31  -1.15  2.83
C  0.16  -1.16  1.62
C  0.07  0.16  0.90
C  -0.78  0.18  -0.43
C  0.24  0.54  -1.56
O  1.29  1.14  -1.03
H  0.23  -2.12  1.09
H  1.14  0.39  0.49
H  -0.13  1.08  1.48
H  -1.41  -0.76  -0.52
H  -1.49  0.97  -0.33
H  0.46  -0.35  -2.10
H  -0.08  1.08  -2.43

Atomic partial charges in e from the natural (NBO) method, atoms 1 to 6:
1. O -0.619
2. C 0.423
3. C -0.582
4. C -0.436
5. C -0.042
6. O -0.918

=====

# C4H7O2P

The molecule C4H7O2P in a non-equilibrium geometry (the ωB97M-V functional and the def2-TZVPD basis, the Open Molecules 2025 dataset).

## Properties
- DFT total energy: -648.4264 hartree
- Total charge: 0
- HOMO-LUMO gap: 10.82 eV
- SMILES string: O=[P@H]1CCC=CO1
- Molar mass: 118.072 Da
- Highest occupied orbital energy: -10.11 eV
- Energy above the lowest of the compared OMol25 structures with the same formula, charge and spin: 0.984 eV

Positions of all 14 atoms, in Å:
O  2.96  0.55  0.04
P  1.58  0.21  0.28
C  0.24  1.17  -0.55
C  -1.05  0.57  -0.04
C  -1.14  -0.97  0.08
C  -0.15  -1.79  -0.05
O  1.33  -1.27  -0.13
H  1.04  0.46  1.51
H  0.45  1.13  -1.54
H  0.37  2.21  -0.20
H  -2.04  1.08  -0.60
H  -1.33  0.87  0.95
H  -2.11  -1.41  0.18
H  -0.14  -2.80  0.07

Atomic partial charges in e from the natural (NBO) method, atoms 1 to 6:
1. O -1.068
2. P 2.034
3. C -0.788
4. C -0.441
5. C -0.246
6. C 0.129

=====

# C4H7O2Rb

A structure of composition C4H7O2Rb in a non-equilibrium geometry (the ωB97M-V functional and the def2-TZVPD basis, the Open Molecules 2025 dataset).

## Properties
- DFT total energy: -331.0332 hartree
- Total charge: 0
- HOMO-LUMO gap: 5.09 eV
- Molar mass: 172.566 Da
- Highest occupied orbital energy: -5.54 eV
- Energy above the lowest of the compared OMol25 structures with the same formula, charge and spin: 1.125 eV

Positions of all 14 atoms, in Å:
H  -0.12  3.09  1.41
O  -0.98  -1.53  -3.16
C  -0.33  -0.45  -2.65
C  1.00  -0.30  -2.85
C  1.76  0.89  -2.35
C  2.58  0.42  -1.18
O  2.77  1.08  -0.17
Rb  2.20  2.78  2.91
H  -1.93  -1.37  -3.20
H  -0.96  0.42  -2.42
H  1.56  -1.11  -3.33
H  1.11  1.73  -2.08
H  2.50  1.26  -3.09
H  3.12  -0.54  -1.32

Atomic partial charges in e from the natural (NBO) method, atoms 1 to 6:
1. H -0.807
2. O -0.681
3. C 0.148
4. C -0.300
5. C -0.540
6. C 0.464

=====

# C4H7O2S

A cluster of 2 separate species, C4H7O2S in total in a non-equilibrium geometry (the ωB97M-V functional and the def2-TZVPD basis, the Open Molecules 2025 dataset).

## Properties
- DFT total energy: -705.2150 hartree
- Total charge: -1
- HOMO-LUMO gap: 4.38 eV
- Molar mass: 119.165 Da
- Highest occupied orbital energy: -4.38 eV
- Energy above the lowest of the compared OMol25 structures with the same formula, charge and spin: 3.414 eV

Positions of all 14 atoms, in Å:
O  -2.78  -1.25  -0.47
C  -1.80  -0.48  -0.63
O  -1.56  0.26  -1.61
C  -1.12  -0.08  0.70
C  0.26  0.61  0.48
C  1.08  -0.04  -0.60
S  3.87  -0.20  0.58
H  -1.08  -0.95  1.37
H  -1.82  0.65  1.12
H  0.02  1.65  0.26
H  0.85  0.68  1.40
H  0.92  -1.12  -0.68
H  1.00  0.37  -1.59
H  2.17  -0.09  -0.34

Atomic partial charges in e from the natural (NBO) method, atoms 1 to 6:
1. O -0.768
2. C 0.744
3. O -0.778
4. C -0.507
5. C -0.430
6. C -0.431

=====

# C4H7O2V

A structure of composition C4H7O2V in a non-equilibrium geometry (the ωB97M-V functional and the def2-TZVPD basis, the Open Molecules 2025 dataset).

## Properties
- Multiplicity: 4
- Expectation value of S²: 3.770
- DFT total energy: -1250.6675 hartree
- Total charge: +1
- HOMO-LUMO gap (alpha / beta): 7.55 / 7.80 eV
- Molar mass: 138.042 Da
- Highest occupied orbital energy (alpha / beta): -12.53 / -12.63 eV
- Energy above the lowest of the compared OMol25 structures with the same formula, charge and spin: 0.905 eV

Positions of all 14 atoms, in Å:
H  -0.56  2.09  0.97
O  -2.75  1.16  0.54
C  -1.53  0.76  0.08
C  -1.24  -0.59  0.11
C  -0.11  -1.16  -0.72
C  0.61  -1.29  0.57
O  1.21  -0.34  1.17
V  0.88  1.37  1.77
H  -2.84  2.12  0.48
H  -1.00  1.39  -0.64
H  -1.96  -1.27  0.57
H  0.34  -0.45  -1.42
H  -0.34  -2.13  -1.17
H  0.75  -2.31  0.97

Atomic partial charges in e from the natural (NBO) method, atoms 1 to 6:
1. H -0.432
2. O -0.641
3. C 0.236
4. C -0.395
5. C -0.490
6. C 0.463

=====

# C4H7O3

A cluster of 2 separate species, C4H7O3 in total (the ωB97M-V functional and the def2-TZVPD basis, the Open Molecules 2025 dataset).

## Properties
- DFT total energy: -382.3850 hartree
- Total charge: -1
- HOMO-LUMO gap: 7.01 eV
- Molar mass: 103.097 Da
- Highest occupied orbital energy: -3.86 eV
- Energy above the lowest of the compared OMol25 structures with the same formula, charge and spin: 0.644 eV

Positions of all 14 atoms, in Å:
O  3.11  -1.04  -1.52
C  2.61  -0.23  -0.76
C  2.43  -0.53  0.71
C  2.14  1.12  -1.23
H  2.80  -1.54  0.95
H  1.37  -0.47  0.99
H  3.00  0.20  1.32
H  1.06  1.24  -1.04
H  2.68  1.92  -0.70
H  2.32  1.24  -2.31
O  -1.10  3.71  3.15
O  0.97  4.58  3.58
C  -0.28  4.50  3.70
H  -0.73  5.24  4.40

Atomic partial charges in e from the natural (NBO) method, atoms 1 to 6:
1. O -0.566
2. C 0.598
3. C -0.726
4. C -0.726
5. H 0.224
6. H 0.243

=====

# C4H7O3

A cluster of 2 separate species, C4H7O3 in total (the ωB97M-V functional and the def2-TZVPD basis, the Open Molecules 2025 dataset).

## Properties
- DFT total energy: -382.3885 hartree
- Total charge: -1
- HOMO-LUMO gap: 8.53 eV
- Molar mass: 103.097 Da
- Highest occupied orbital energy: -4.36 eV
- Energy above the lowest of the compared OMol25 structures with the same formula, charge and spin: 0.550 eV

Positions of all 14 atoms, in Å:
O  -1.94  -0.14  -1.03
C  -1.78  1.08  -1.26
O  -0.73  1.75  -1.16
H  -2.69  1.65  -1.59
O  1.84  -1.66  -1.11
C  1.11  -0.73  -0.80
C  1.20  -0.06  0.55
C  0.04  -0.48  1.46
H  0.34  -0.35  -1.47
H  1.17  1.02  0.38
H  2.16  -0.34  0.99
H  -0.91  -0.18  1.01
H  0.15  0.00  2.44
H  0.05  -1.56  1.61

Atomic partial charges in e from the natural (NBO) method, atoms 1 to 6:
1. O -0.794
2. C 0.625
3. O -0.799
4. H -0.002
5. O -0.600
6. C 0.454

=====

# C4H7O3

A cluster of 2 separate species, C4H7O3 in total (the ωB97M-V functional and the def2-TZVPD basis, the Open Molecules 2025 dataset).

## Properties
- Multiplicity: 2
- Expectation value of S²: 0.755
- DFT total energy: -382.2199 hartree
- Total charge: 0
- HOMO-LUMO gap (alpha / beta): 9.23 / 4.56 eV
- Molar mass: 103.097 Da
- Highest occupied orbital energy (alpha / beta): -8.54 / -8.52 eV
- Energy above the lowest of the compared OMol25 structures with the same formula, charge and spin: 0.620 eV

Positions of all 14 atoms, in Å:
O  1.67  -0.98  -1.95
C  2.47  -0.20  -1.33
O  2.38  0.44  -0.32
H  3.42  -0.15  -1.92
C  -0.64  0.20  1.97
C  -1.52  0.13  0.76
C  -1.02  0.01  -0.45
O  -1.79  -0.06  -1.58
H  -0.95  -0.53  2.72
H  0.40  -0.02  1.72
H  -0.68  1.17  2.45
H  -2.59  0.27  0.88
H  0.06  0.00  -0.64
H  -1.22  -0.29  -2.32

Atomic partial charges in e from the natural (NBO) method, atoms 1 to 6:
1. O -0.230
2. C 0.562
3. O -0.534
4. H 0.189
5. C -0.627
6. C -0.276

=====

# C4H7O3Pt

A structure of composition C4H7O3Pt in a non-equilibrium geometry (the ωB97M-V functional and the def2-TZVPD basis, the Open Molecules 2025 dataset).

## Properties
- Multiplicity: 4
- Expectation value of S²: 3.760
- DFT total energy: -501.3974 hartree
- Total charge: 0
- HOMO-LUMO gap (alpha / beta): 7.86 / 8.53 eV
- Molar mass: 298.175 Da
- Highest occupied orbital energy (alpha / beta): -7.17 / -9.73 eV
- Energy above the lowest of the compared OMol25 structures with the same formula, charge and spin: 0.590 eV

Positions of all 15 atoms, in Å:
O  1.89  1.83  -0.13
C  2.38  0.60  0.06
C  1.43  -0.52  -0.23
O  0.17  -0.18  0.37
C  -1.02  -0.77  -0.16
C  -2.17  0.15  0.24
O  -1.88  1.48  -0.06
Pt  -0.03  1.70  0.09
H  3.19  0.48  0.80
H  1.28  -0.78  -1.29
H  -1.14  -1.79  0.24
H  -0.93  -0.81  -1.26
H  -2.36  0.02  1.33
H  -3.07  -0.21  -0.28
H  2.25  -1.21  0.28

Atomic partial charges in e from the natural (NBO) method, atoms 1 to 6:
1. O -0.712
2. C 0.080
3. C -0.214
4. O -0.550
5. C -0.106
6. C -0.105

=====

# C4H7O3S

A cluster of 2 separate species, C4H7O3S in total in a non-equilibrium geometry (the ωB97M-V functional and the def2-TZVPD basis, the Open Molecules 2025 dataset).

## Properties
- DFT total energy: -780.5516 hartree
- Total charge: -1
- HOMO-LUMO gap: 7.10 eV
- Molar mass: 135.164 Da
- Highest occupied orbital energy: -3.45 eV
- Energy above the lowest of the compared OMol25 structures with the same formula, charge and spin: 0.847 eV

Positions of all 15 atoms, in Å:
C  0.62  -0.03  -2.00
C  -0.98  0.01  2.61
C  -0.29  0.80  -1.55
C  -0.13  -0.41  1.33
O  1.85  -0.04  -1.33
O  0.55  -0.70  -3.19
O  0.86  0.30  1.05
S  -0.67  -1.87  0.64
H  -0.52  0.90  3.13
H  -1.06  -0.80  3.26
H  -2.00  0.23  2.35
H  -0.18  1.48  -0.68
H  -1.29  0.97  -1.95
H  1.75  0.16  -0.39
H  1.49  -1.00  -3.27

Atomic partial charges in e from the natural (NBO) method, atoms 1 to 6:
1. C 0.594
2. C -0.706
3. C -0.615
4. C 0.362
5. O -0.767
6. O -0.684